# 1
Density functional theory data (ωB97M-V with the def2-TZVPD basis set) for a molecular structure, C41H40BF4N8ReSbSi.

Calculated values
- highest occupied orbital energy (alpha / beta) (eV) = -13.393 / -13.392
- total charge = +2
- energy (Eh) = -3056.48028
- energy above the lowest of the compared OMol25 structures with the same formula, charge and spin (kcal per mole) = 0.0
- 2S+1 = 4
- <S²> = 3.78

XYZ file:
```
97
Properties=species:S:1:pos:R:3:mulliken_charge:R:1
H 3.68362 -1.02948 0.94459 0.462
C -2.04278 -2.37937 1.48102 -0.690
F 1.52323 1.72308 -1.19917 -0.267
C -0.07230 2.90623 -3.32322 -0.856
Re -0.10540 1.20864 -0.22830 1.104
H 0.39587 -1.09334 3.71834 0.312
C 1.82801 3.12076 5.13848 -0.750
H 2.84164 1.39980 1.22600 -0.347
N -0.61486 -3.90419 -4.08911 0.698
H -0.27459 -2.85953 -0.51689 0.535
C -4.06618 2.79011 -1.87443 -0.822
H 1.24815 5.70534 2.31474 0.559
H 1.66355 -3.93572 -2.23573 0.244
Si 1.57864 0.83012 1.73017 -0.180
C -1.56303 3.26322 1.57326 -0.094
C -1.13813 -5.73762 -3.08035 0.259
H 2.14774 -1.85380 -2.82524 0.603
C 3.52598 -2.76973 2.18864 -0.886
C -1.77166 4.24602 2.51781 -0.791
C -0.12832 1.54705 3.95239 0.418
C 1.26402 -1.56471 3.26583 -0.406
B 3.55396 2.36561 -2.03394 0.653
Sb -3.37792 2.27211 1.03729 0.990
H 2.04095 -0.31692 -3.68751 0.544
H 0.43521 3.36705 6.75390 0.424
H 1.11640 -3.30655 4.51343 0.473
H -0.58950 -2.38767 -5.43850 0.283
F 3.75159 1.22349 -2.69294 -0.181
H -2.73380 4.32609 3.00799 0.533
H 3.12645 -4.38226 3.54797 0.457
H -0.90647 0.92817 3.50844 0.457
C 0.61562 2.91726 5.78530 -0.654
C 0.02327 -6.79587 -1.30792 -0.745
C 0.98395 -5.76436 -1.32602 -0.528
C 2.80159 -3.41518 3.18131 -0.640
C -0.36247 2.12818 5.19178 -1.154
C 0.24491 -0.88108 -2.68965 0.941
C -2.54046 3.15055 -3.66753 -0.963
C 1.72454 -0.84825 -2.78739 -1.494
C -0.18284 -4.73120 -3.09440 1.332
H -4.45810 -0.18650 2.29870 0.568
H 4.42559 -3.22362 1.78772 0.486
H -1.77789 -7.59683 -2.18757 0.462
C 0.42997 5.02014 2.13140 -0.857
N -1.71466 2.47074 -1.53695 0.533
F 3.00611 3.40499 -2.66224 -0.206
H 0.93979 -2.61742 -4.57339 0.667
C -1.16181 -1.50565 0.85197 1.460
H 2.27609 3.02040 0.25038 -1.148
F 4.11543 2.53185 -0.84070 -0.175
H -0.04712 3.26205 -4.35136 0.625
H 0.60520 -2.67756 0.99759 0.482
H -4.66583 3.34256 -3.86730 0.460
C 1.97168 -0.91042 2.25184 0.448
H 1.70624 4.45590 -0.58969 0.334
C -1.04255 -6.80138 -2.18069 -0.710
H -2.32668 3.43986 -4.68853 0.513
C -1.87103 -1.39899 -3.13357 -1.154
C 1.08692 1.73630 3.28598 0.710
C -2.64213 0.26833 1.28002 -0.326
C -1.84804 -0.53141 -2.10622 -0.452
N -2.10039 -5.46235 -4.04972 -0.505
H -5.06817 2.79515 -1.46465 0.517
C -3.21561 -1.92946 2.03676 -1.064
C 2.06100 2.53599 3.89846 -0.347
C 1.66966 -2.81140 3.72189 -0.723
H -0.86543 5.87181 3.60980 0.463
H 3.02246 2.68880 3.41090 0.395
H -2.68239 -0.11877 -1.56872 0.501
N -1.44979 -0.17190 0.78739 0.570
C 0.60822 4.02218 1.17779 0.663
C 1.87992 4.01558 0.39711 -0.081
H 2.63733 4.61573 0.90000 0.573
H 0.52046 3.58386 -2.70878 0.058
N -0.51844 -0.19922 -1.83091 0.930
H 0.73591 -1.43390 -0.22323 -0.727
C -1.48127 2.83159 -2.82163 0.815
C -3.52634 -0.57832 1.91190 -0.754
N -0.54917 -1.60343 -3.49286 0.199
C -0.74035 5.11963 2.84024 -0.971
H 2.14462 -0.32929 -1.93623 -0.452
H 2.59927 3.72382 5.60405 0.463
N -1.78665 -4.37327 -4.63435 -0.613
C -0.14031 -2.62182 -4.48059 -1.453
H -3.89257 -2.61304 2.53516 0.491
H -1.77456 -3.42803 1.52300 0.651
C -2.98238 2.48137 -1.07094 -0.067
H -2.68699 -1.89694 -3.63706 0.635
H -1.30249 1.95463 5.70323 0.481
C 3.10959 -1.52624 1.72336 -0.053
H 0.41961 1.93459 -3.28346 -0.159
C 0.90472 -4.71197 -2.21511 -0.526
C -3.83879 3.10957 -3.20718 -0.687
H 0.13651 -7.60413 -0.59665 0.423
C 0.05212 -2.13390 0.23533 -1.253
H 1.81531 -5.81025 -0.63280 0.502
N -0.36993 3.10796 0.94075 0.558
```

---

# 2
Density functional theory data (ωB97M-V with the def2-TZVPD basis set) for a molecular structure, C26H25N9O2OsP in a non-equilibrium geometry.

Calculated values
- highest occupied orbital energy (alpha / beta) (eV) = -17.002 / -17.059
- total charge = +3
- energy (Eh) = -2080.11162
- 2S+1 = 5
- <S²> = 6.05

XYZ file:
```
64
Properties=species:S:1:pos:R:3:nbo_charge:R:1
O -1.68913 0.84117 3.70079 -0.471
H 1.47361 6.28404 -3.49017 0.254
C 1.65289 -1.58021 0.51507 0.051
C 0.92984 -0.95642 -2.07297 0.115
C -4.35559 -0.69049 3.27204 -0.130
C 3.56822 -3.04589 1.17820 -0.422
C 1.53721 4.79885 0.08931 -0.126
H -3.99731 1.27537 0.53134 0.240
N -0.76011 2.26381 -0.30822 -0.534
N 0.10523 0.07892 -1.83611 -0.528
H 3.17242 6.10880 0.44370 0.254
H -5.68650 0.64576 2.22054 0.272
C -0.18620 3.24665 -0.54785 0.602
C -4.67543 0.28595 2.32126 -0.166
C -2.52513 -2.02082 4.29276 0.190
N 2.68917 -1.91449 1.31451 -0.286
H 1.23574 0.59376 -4.85962 0.264
C -3.03734 -1.02967 3.44694 -0.024
N 1.06259 -0.47174 0.96841 -0.538
H 2.82831 -1.28320 -4.79945 0.258
H 1.50776 0.79809 2.61547 0.244
H -5.13013 -1.19096 3.83349 0.279
N -2.00492 -2.84022 4.90514 -0.125
H -0.75963 2.49811 4.19515 0.185
H -0.34593 -5.00657 -2.40561 0.239
H -1.44466 -5.82479 -1.28623 0.259
C 0.56302 4.90411 -2.15481 -0.133
N 1.46609 -0.83924 -3.30043 -0.282
H 1.52814 4.38151 1.08429 0.236
H 1.92110 -2.67654 -4.19523 0.238
H 4.15471 -2.97342 0.26115 0.234
C 2.75597 -0.98754 2.29744 -0.025
H 3.48814 -1.01329 3.07860 0.260
C 2.45317 5.75629 -0.27932 -0.203
H 3.21759 -1.96264 -3.21310 0.234
C -1.98870 -0.20997 2.73570 0.185
C 1.74632 -0.09130 2.07143 -0.076
C -0.59322 -2.64939 -0.69023 0.116
H 0.14722 -5.30332 -0.72373 0.237
C -3.69798 0.69848 1.40234 0.138
H -0.18371 4.57997 -2.86206 0.231
H -3.60065 -1.71196 -0.14480 0.238
C 0.59974 4.33783 -0.86184 -0.214
H 3.00116 -3.97728 1.16723 0.231
O -0.40936 1.96938 2.25130 -0.619
N -1.45568 -1.68573 -0.31723 -0.561
C 0.13135 0.85581 -2.95537 -0.055
H 4.25181 -3.07074 2.02529 0.257
C -2.58053 -3.54955 -0.77822 -0.022
P 1.20916 -2.45518 -1.02734 0.823
C 2.45654 6.27072 -1.57724 -0.090
C -2.69916 -2.24824 -0.37686 -0.064
C -0.69044 -5.04383 -1.37004 -0.424
N -1.25950 -3.78558 -0.96524 -0.280
Os -1.01480 0.35854 -0.06511 1.539
H 3.20533 6.99192 -1.86989 0.254
H -1.05835 -0.77823 2.57504 0.233
N -2.42582 0.36077 1.48175 -0.531
C 2.40681 -1.74255 -3.90722 -0.423
C -0.90382 1.82054 3.33956 0.683
C 0.97424 0.28684 -3.86787 -0.025
H -0.44179 1.75650 -3.05487 0.240
C 1.49357 5.85680 -2.49916 -0.202
H -3.33267 -4.29429 -0.95181 0.267
```

---

# 3
Density functional theory data (ωB97M-V with the def2-TZVPD basis set) for a molecular structure, C28H49ClN4Os in a non-equilibrium geometry.

Calculated values
- highest occupied orbital energy (alpha / beta) (eV) = 2.925 / -0.306
- total charge = -2
- energy (Eh) = -1865.84738
- 2S+1 = 5
- <S²> = 6.03

XYZ file:
```
83
Properties=species:S:1:pos:R:3:mulliken_charge:R:1
H 0.30212 3.45839 0.50582 0.345
H 2.17224 -2.38275 2.97697 0.523
C -1.14941 1.69190 -5.97768 -2.351
H -1.08752 4.73161 3.79033 0.553
Cl 0.66948 -0.06116 -1.53582 0.467
H -0.81634 2.02416 0.40527 0.224
H -1.03999 2.72518 4.90479 0.655
C -2.64644 -0.81350 4.04063 -1.330
H -4.87127 -2.06086 2.68529 0.413
H 3.70920 -0.79301 2.00296 0.488
H -2.34960 -3.64645 2.11386 0.360
C -4.13017 -1.48929 2.11762 -1.966
H -0.81002 1.22240 -2.59075 -0.079
C -0.71616 3.12661 0.72436 -2.343
C -2.56104 2.93814 2.40868 -2.500
H -1.92164 0.93283 -6.15413 0.458
H 3.54215 0.97620 2.26743 0.306
H -0.48946 1.76209 -6.84970 0.441
C 0.43528 -0.65809 -5.92407 -0.618
C -0.34915 2.15660 4.30833 -1.118
H 3.67644 -2.90669 -2.14888 0.463
H -3.25402 -3.51912 3.64699 0.425
H -4.10868 -1.87787 1.09656 0.410
H -1.51135 -3.17404 3.61197 0.249
H -1.41634 3.70448 0.11016 0.427
H -4.44344 -0.44232 2.08776 0.226
H 3.16597 -3.51722 -5.11872 0.445
H 2.35662 0.10306 1.19672 -0.086
H -1.76748 2.46885 -3.41519 0.414
C 2.15326 -0.28386 3.38320 3.007
C -0.91092 -0.42719 1.13162 -2.422
H 1.21059 2.28532 -3.50721 0.355
H -2.80863 2.77930 3.46549 0.341
C 2.99808 0.02881 2.15498 -1.326
N 1.24935 -1.77579 -4.22435 0.566
H 0.78053 0.80190 5.63815 0.513
H 2.28762 -0.77301 5.48592 0.478
C 0.99475 -3.42766 -2.42672 -1.530
C 1.04814 -1.80710 -5.59923 -0.610
H -1.66093 2.65891 -5.88390 0.437
H 0.83210 -1.52500 2.17428 -0.140
N 0.21438 0.04697 -4.75151 0.407
H 0.12117 -0.31353 -6.89277 0.311
H -2.16037 0.74482 -3.64619 0.370
H -1.61163 -0.80183 4.39850 0.021
H 3.02071 -4.65740 -3.77799 0.444
C 0.73078 -0.64650 -3.72992 -0.393
C -2.44401 -3.07996 3.04528 -1.897
H 3.79047 -1.66233 -3.41545 0.344
H -2.96735 0.21891 3.87588 0.000
Os 0.52693 0.57241 0.64990 -0.972
C 0.63517 1.41650 2.41923 -0.121
C 2.93474 -0.41348 4.67797 -3.037
C -0.77165 4.66426 2.74455 -3.332
H 1.56196 -4.02251 -1.70123 0.385
H 0.29195 -4.08999 -2.94523 0.361
C -1.08322 3.27790 2.18881 4.963
C 2.47303 -3.90834 -4.36377 -2.376
C -1.34357 1.46164 -3.51452 -1.296
H -2.83171 2.03341 1.84332 0.252
N -0.25864 2.31467 2.95313 -0.288
C 0.72312 2.42816 -4.47863 -1.988
H 0.72687 -1.83730 3.92445 0.216
H 0.30616 4.86445 2.68193 0.217
C -1.78733 -1.11907 1.72095 0.982
C -0.39421 1.41747 -4.69261 2.271
H 3.39675 0.53481 4.97203 0.455
H -3.27485 -1.25489 4.82760 0.545
C 0.54697 1.20779 4.66504 -0.336
H 1.64380 -4.43115 -4.85761 0.446
C -2.73920 -1.61512 2.73529 3.291
C 3.11148 -2.14713 -2.70348 -1.498
H 2.72059 -1.40619 -1.99781 0.203
H -1.30954 5.42278 2.16439 0.563
H 0.29374 3.43770 -4.50288 0.450
C 1.42110 -1.58952 3.10579 -1.303
H -3.16688 3.78183 2.04624 0.426
N 1.19647 0.80705 3.52287 -0.008
C 1.96652 -2.82878 -3.43260 1.914
H 3.72873 -1.15515 4.54254 0.415
H 1.37421 -2.62028 -6.21709 0.366
H 1.47433 2.37529 -5.27541 0.361
H 0.44812 -2.64316 -1.88882 0.295
```